A molecular structure, C28H28HgN2Si at a distorted geometry, computed with ωB97M-V/def2-TZVPD.

Each line ends with the natural charge from an NBO analysis.
Positions of all 60 atoms, in Å:
Hg: -0.96 0.24 2.27  1.32
Si: 1.10 1.52 -2.11  1.25
N: 0.57 -1.56 2.42  -0.64
N: -1.97 -1.63 3.29  -0.63
C: 0.14 -2.74 2.94  0.10
C: 2.05 0.04 -2.71  -0.51
C: -1.81 -3.89 4.07  -0.21
C: 3.13 0.32 -3.58  -0.14
C: -2.49 2.83 -4.80  -0.20
C: 1.81 -1.29 -2.34  -0.19
C: -0.39 1.96 -3.13  -0.52
C: -1.44 2.48 2.89  -0.53
C: -1.69 2.10 -2.62  -0.12
C: 2.30 -3.73 2.52  -0.20
C: -2.74 2.52 -3.45  -0.24
C: -0.05 2.95 2.86  -0.30
C: 3.96 -0.70 -4.05  -0.23
C: -2.11 3.08 1.74  -0.29
C: -3.11 -3.83 4.56  -0.19
C: -0.15 2.24 -4.49  -0.20
C: -3.83 -2.64 4.41  -0.33
C: 2.66 -2.31 -2.80  -0.21
C: 2.72 -2.52 1.98  -0.33
C: 0.11 3.75 1.71  -0.30
C: 3.73 -2.02 -3.65  -0.20
C: 0.12 0.76 -0.20  -1.11
C: 1.83 -1.45 1.97  0.06
C: 1.00 -3.84 3.00  -0.21
C: -1.19 2.70 -5.31  -0.21
C: -1.16 3.84 1.03  -0.29
C: -1.24 -2.77 3.44  0.09
C: -3.23 -1.56 3.76  0.06
H: 2.97 -4.59 2.59  0.22
H: 2.06 2.81 -1.90  0.06
H: -4.85 -2.54 4.78  0.22
H: 2.48 -3.35 -2.49  0.22
H: -1.21 -4.79 4.15  0.21
H: -3.75 -0.61 3.61  0.19
H: 3.72 -2.37 1.57  0.22
H: 1.01 4.27 1.40  0.22
H: -1.91 1.89 -1.57  0.21
H: 3.33 1.35 -3.88  0.20
H: -3.16 2.98 1.51  0.22
H: -1.35 4.42 0.13  0.22
H: 4.39 -2.82 -4.01  0.22
H: -0.99 2.95 -6.35  0.21
H: -0.77 0.23 -0.52  0.22
H: -0.03 1.73 0.29  0.27
H: 0.91 0.14 0.21  0.23
H: -3.30 3.17 -5.44  0.22
H: 0.70 2.73 3.61  0.22
H: -3.75 2.62 -3.04  0.22
H: 4.79 -0.46 -4.71  0.21
H: 0.62 -4.77 3.43  0.21
H: 0.85 2.12 -4.91  0.21
H: -1.96 2.15 3.79  0.24
H: 0.97 -1.55 -1.70  0.22
H: -3.54 -4.69 5.07  0.22
H: 2.01 2.59 -2.83  -0.08
H: 2.14 -0.46 1.60  0.19

## Properties
E_HOMO (spin up / spin down) ... -4.728 / -6.611 eV
Orbital gap (spin up / spin down) ... 4.05 / 6.61 eV
Electronic energy ... -1635.94512 a.u.
Relative energy (zero: lowest compared OMol25 entry of this formula, charge and spin) ... 8.7 kcal/mol